[1]
This record from the OMol25 dataset describes a molecular structure, C30H37Cl2IrN3O8PS at a distorted geometry. The level of theory is ωB97M-V/def2-TZVPD.

CARTESIAN COORDINATES (ANGSTROEM)
Ir (0.006, 0.637, 0.512)
O (-0.731, -1.117, 4.148)
C (-0.797, -0.775, 2.991)
O (0.002, 0.049, 2.421)
C (-1.921, -1.368, 2.088)
P (-1.354, -1.243, 0.349)
C (-2.841, -1.119, -0.686)
C (-3.946, -0.411, -0.217)
C (-5.071, -0.271, -1.008)
C (-5.097, -0.814, -2.282)
C (-3.970, -1.443, -2.788)
C (-2.843, -1.584, -2.000)
C (-0.488, -2.785, -0.047)
C (-1.074, -3.800, -0.772)
C (-0.311, -4.802, -1.369)
C (1.098, -4.716, -1.346)
C (1.723, -3.790, -0.581)
C (0.971, -2.850, 0.295)
H (-2.798, -0.737, 2.244)
H (-2.167, -2.392, 2.382)
H (-3.915, 0.066, 0.752)
H (-5.921, 0.279, -0.631)
H (-5.984, -0.721, -2.891)
H (-3.972, -1.820, -3.800)
H (-1.963, -2.064, -2.399)
H (-2.146, -3.816, -0.920)
H (-0.791, -5.598, -1.916)
H (1.674, -5.410, -1.940)
H (2.798, -3.713, -0.569)
H (1.402, -1.849, 0.199)
C (0.323, 1.846, -4.178)
C (1.197, 2.608, -3.181)
C (2.636, 2.666, -3.699)
C (0.677, 4.033, -2.961)
N (1.250, 1.871, -1.916)
N (0.073, 1.244, -1.461)
H (0.434, 2.292, -5.161)
H (-0.730, 1.898, -3.909)
H (0.649, 0.810, -4.240)
H (2.662, 3.221, -4.632)
H (3.019, 1.664, -3.873)
H (3.281, 3.164, -2.981)
H (0.647, 4.568, -3.906)
H (1.340, 4.572, -2.289)
H (-0.324, 4.029, -2.537)
H (1.651, 2.434, -1.170)
H (-0.168, 0.528, -2.153)
H (-0.780, 1.944, -1.482)
C (0.727, -5.754, 1.781)
C (1.737, -4.666, 1.907)
C (3.057, -4.928, 2.154)
C (3.974, -3.919, 2.474)
C (3.496, -2.616, 2.676)
C (2.215, -2.274, 2.425)
C (1.248, -3.244, 1.828)
S (4.628, -1.416, 3.391)
O (3.904, -0.328, 3.966)
O (5.569, -2.126, 4.206)
N (5.536, -0.807, 2.113)
C (4.827, -0.268, 0.968)
C (4.057, 1.011, 1.318)
C (2.628, 0.955, 0.827)
O (1.841, 1.910, 1.013)
O (2.239, -0.070, 0.204)
H (1.210, -6.727, 1.744)
H (0.114, -5.633, 0.889)
H (0.055, -5.727, 2.642)
H (3.407, -5.951, 2.143)
H (5.003, -4.143, 2.698)
H (1.865, -1.283, 2.665)
H (0.285, -3.150, 2.347)
H (6.228, -1.497, 1.862)
H (4.105, -0.999, 0.576)
H (5.566, -0.075, 0.186)
H (4.540, 1.899, 0.911)
H (4.006, 1.122, 2.404)
Cl (-2.420, 5.226, 0.849)
C (-3.399, 3.894, 0.194)
Cl (-4.570, 3.336, 1.384)
C (-2.390, 2.790, -0.200)
O (-1.984, 2.862, -1.377)
O (-2.056, 1.969, 0.657)
H (-3.934, 4.267, -0.680)

Calculated values
* spin multiplicity: 1
* orbital gap (spin up / spin down): 4.160 / 4.159 eV

---

[2]
This record from the OMol25 dataset describes a molecular structure, C57H52O2P2PtSi2. The level of theory is ωB97M-V/def2-TZVPD.

CARTESIAN COORDINATES (ANGSTROEM)
Pt (-0.997, 0.389, 0.346)
C (-4.406, 1.092, 0.853)
Si (-2.668, 1.383, 1.495)
C (-2.410, 3.257, 1.439)
C (-3.141, 4.196, 2.177)
C (-2.906, 5.552, 2.040)
C (-1.931, 6.005, 1.154)
C (-1.207, 5.097, 0.405)
C (-1.452, 3.729, 0.540)
P (-0.563, 2.460, -0.444)
C (-0.936, 2.875, -2.187)
C (-0.461, 4.021, -2.828)
C (-0.812, 4.287, -4.141)
C (-1.640, 3.410, -4.832)
C (-2.109, 2.265, -4.208)
C (-1.752, 1.999, -2.892)
C (1.185, 2.939, -0.229)
C (2.117, 2.788, -1.252)
C (3.452, 3.108, -1.037)
C (3.869, 3.566, 0.203)
C (2.947, 3.704, 1.234)
C (1.614, 3.391, 1.019)
C (-2.661, 0.753, 3.283)
C (-3.571, 1.142, 4.274)
C (-3.493, 0.630, 5.558)
C (-2.500, -0.291, 5.887)
C (-1.606, -0.709, 4.919)
C (-1.701, -0.203, 3.623)
P (-0.619, -0.801, 2.279)
C (1.022, -0.718, 3.046)
C (1.724, -1.823, 3.513)
C (2.912, -1.644, 4.211)
C (3.407, -0.371, 4.434)
C (2.720, 0.735, 3.950)
C (1.535, 0.562, 3.257)
C (-1.027, -2.573, 2.121)
C (-2.232, -3.093, 2.594)
C (-2.597, -4.399, 2.294)
C (-1.762, -5.204, 1.531)
C (-0.563, -4.692, 1.051)
C (-0.208, -3.381, 1.328)
H (-5.106, 1.715, 1.420)
H (-4.702, 0.048, 0.965)
H (-4.495, 1.368, -0.200)
H (-3.900, 3.863, 2.877)
H (-3.475, 6.263, 2.626)
H (-1.739, 7.066, 1.052)
H (-0.443, 5.454, -0.273)
H (0.205, 4.700, -2.312)
H (-0.434, 5.177, -4.629)
H (-1.910, 3.616, -5.860)
H (-2.741, 1.571, -4.746)
H (-2.087, 1.091, -2.402)
H (1.809, 2.418, -2.225)
H (4.162, 2.986, -1.846)
H (4.909, 3.815, 0.368)
H (3.266, 4.063, 2.204)
H (0.899, 3.518, 1.823)
H (-4.353, 1.858, 4.044)
H (-4.201, 0.950, 6.312)
H (-2.433, -0.683, 6.894)
H (-0.837, -1.434, 5.165)
H (1.338, -2.822, 3.366)
H (3.451, -2.510, 4.575)
H (4.337, -0.237, 4.973)
H (3.109, 1.733, 4.111)
H (0.994, 1.423, 2.884)
H (-2.893, -2.480, 3.194)
H (-3.535, -4.789, 2.668)
H (-2.047, -6.224, 1.306)
H (0.086, -5.302, 0.437)
H (0.710, -2.977, 0.912)
C (-4.823, -2.412, -1.327)
C (-3.599, -1.572, -1.627)
O (-2.795, -1.372, -0.467)
H (-5.416, -2.561, -2.231)
H (-5.449, -1.931, -0.576)
H (-4.531, -3.396, -0.952)
H (-3.882, -0.570, -1.954)
H (-3.000, -2.023, -2.425)
H (-2.438, -2.216, -0.162)
O (0.252, -0.664, -0.991)
Si (1.517, -1.341, -1.669)
C (2.935, -1.725, -0.489)
C (3.383, -3.018, -0.208)
C (4.459, -3.243, 0.643)
C (5.109, -2.171, 1.236)
C (4.664, -0.877, 0.996)
C (3.588, -0.662, 0.151)
C (1.006, -2.939, -2.532)
C (-0.330, -3.336, -2.519)
C (-0.754, -4.483, -3.181)
C (0.164, -5.257, -3.875)
C (1.500, -4.875, -3.914)
C (1.909, -3.724, -3.255)
C (2.207, -0.226, -3.020)
C (1.291, 0.415, -3.860)
C (1.706, 1.259, -4.880)
C (3.064, 1.472, -5.088)
C (3.992, 0.830, -4.282)
C (3.565, -0.012, -3.260)
H (2.900, -3.868, -0.679)
H (4.796, -4.256, 0.833)
H (5.952, -2.344, 1.894)
H (5.155, -0.036, 1.471)
H (3.257, 0.360, -0.034)
H (-1.038, -2.720, -1.978)
H (-1.798, -4.773, -3.155)
H (-0.159, -6.153, -4.392)
H (2.218, -5.469, -4.465)
H (2.953, -3.430, -3.308)
H (0.228, 0.262, -3.697)
H (0.973, 1.754, -5.506)
H (3.395, 2.133, -5.880)
H (5.052, 0.988, -4.445)
H (4.305, -0.494, -2.629)

Calculated values
* spin multiplicity: 1
* energy relative to the best compared isomer or geometry (same formula, charge and spin): 0.0 kcal/mol
* orbital gap: 7.995 eV

---

[3]
This record from the OMol25 dataset describes a molecular structure, C46H60N4O40S7 at a distorted geometry. The level of theory is ωB97M-V/def2-TZVPD.

CARTESIAN COORDINATES (ANGSTROEM)
C (-3.704, 5.052, -4.789)
C (-2.769, 3.869, -4.882)
O (-1.596, 4.298, -4.294)
S (-1.939, 5.087, -2.941)
O (-1.209, 6.336, -2.891)
O (-1.964, 4.166, -1.838)
O (-3.539, 5.437, -3.441)
H (-4.725, 4.687, -4.897)
H (-3.367, 5.812, -5.493)
H (-2.566, 3.532, -5.899)
H (-3.178, 3.087, -4.242)
C (1.622, 4.598, -4.570)
C (3.011, 3.921, -4.868)
O (3.763, 5.034, -4.994)
S (3.322, 6.343, -4.023)
O (3.572, 7.595, -4.772)
O (3.873, 6.231, -2.704)
O (1.803, 5.854, -4.058)
H (1.054, 4.063, -3.809)
H (0.881, 4.786, -5.347)
H (3.088, 3.226, -5.704)
H (3.260, 3.223, -4.069)
C (-4.609, 4.889, 3.738)
C (-3.303, 5.622, 4.112)
O (-2.520, 5.725, 2.962)
S (-3.301, 5.026, 1.666)
O (-2.392, 4.220, 0.910)
O (-3.980, 6.045, 0.862)
O (-4.307, 4.128, 2.644)
H (-5.513, 5.489, 3.843)
H (-4.610, 4.061, 4.446)
H (-2.762, 4.945, 4.773)
H (-3.433, 6.613, 4.547)
C (5.173, -0.095, 5.973)
C (4.831, 1.188, 5.240)
O (3.522, 0.946, 4.674)
S (3.343, -0.632, 4.300)
O (4.138, -0.846, 3.093)
O (1.948, -1.055, 4.205)
O (4.199, -1.100, 5.586)
H (5.286, 0.197, 7.018)
H (6.109, -0.379, 5.493)
H (5.571, 1.421, 4.474)
H (4.644, 2.022, 5.916)
C (-1.771, -2.951, -0.897)
C (-1.339, -4.111, -1.713)
O (-1.546, -5.188, -0.892)
S (-1.840, -4.898, 0.705)
O (-0.858, -5.421, 1.640)
O (-3.280, -5.107, 0.902)
O (-1.541, -3.287, 0.441)
H (-2.794, -2.611, -1.062)
H (-1.231, -2.016, -1.049)
H (-0.346, -3.898, -2.108)
H (-2.108, -4.172, -2.484)
C (-0.935, -5.527, 5.893)
C (0.297, -5.582, 4.870)
O (0.379, -6.978, 4.463)
S (-0.408, -7.982, 5.573)
O (0.465, -8.860, 6.400)
O (-1.578, -8.672, 4.932)
O (-0.890, -6.747, 6.609)
H (-1.883, -5.389, 5.372)
H (-0.854, -4.649, 6.533)
H (1.243, -5.202, 5.257)
H (0.182, -4.885, 4.040)
C (-5.519, 2.247, -0.193)
C (-4.903, 2.744, -1.515)
O (-4.780, 1.576, -2.287)
S (-4.401, 0.237, -1.368)
O (-2.941, 0.153, -1.312)
O (-5.274, -0.892, -1.780)
O (-5.031, 0.937, -0.019)
H (-6.594, 2.265, -0.377)
H (-5.153, 2.923, 0.580)
H (-3.878, 3.057, -1.320)
H (-5.424, 3.434, -2.180)
C (2.320, -4.649, 0.678)
C (2.506, -5.541, 1.719)
C (2.181, -6.854, 1.484)
C (1.389, -7.129, 0.351)
C (1.257, -6.252, -0.724)
C (1.719, -4.936, -0.523)
N (0.882, -8.593, 0.178)
O (0.796, -9.335, 1.123)
O (0.728, -8.907, -1.007)
H (2.687, -3.633, 0.686)
H (3.000, -5.269, 2.640)
H (2.406, -7.617, 2.215)
H (0.778, -6.612, -1.622)
H (1.729, -4.259, -1.364)
C (-3.236, 0.517, 2.701)
C (-3.510, -0.829, 2.670)
C (-3.331, -1.654, 3.770)
C (-2.793, -1.083, 4.956)
C (-2.478, 0.205, 4.983)
C (-2.627, 1.015, 3.839)
N (-2.697, -1.956, 6.140)
O (-3.277, -3.084, 6.226)
O (-2.026, -1.604, 7.084)
H (-3.382, 1.065, 1.781)
H (-3.970, -1.122, 1.738)
H (-3.543, -2.712, 3.728)
H (-1.840, 0.684, 5.711)
H (-2.335, 2.053, 3.900)
C (2.094, 3.786, 1.191)
C (2.775, 4.430, 0.187)
C (3.973, 3.923, -0.389)
C (4.597, 2.839, 0.288)
C (3.851, 2.106, 1.290)
C (2.593, 2.624, 1.750)
N (5.944, 2.443, -0.155)
O (6.411, 2.913, -1.185)
O (6.532, 1.630, 0.577)
H (1.139, 4.083, 1.601)
H (2.307, 5.306, -0.238)
H (4.576, 4.437, -1.124)
H (4.341, 1.234, 1.699)
H (2.039, 2.151, 2.548)
C (0.007, -2.224, -4.357)
C (-0.035, -0.822, -4.364)
C (-1.014, -0.019, -4.914)
C (-2.151, -0.715, -5.452)
C (-2.133, -2.098, -5.384)
C (-1.091, -2.856, -4.873)
N (-3.210, 0.095, -6.097)
O (-4.224, -0.525, -6.317)
O (-3.011, 1.295, -6.325)
H (0.864, -2.712, -3.917)
H (0.859, -0.334, -4.006)
H (-0.929, 1.055, -4.844)
H (-2.946, -2.716, -5.736)
H (-1.174, -3.932, -4.832)
O (3.981, -2.621, -2.387)
C (4.047, -1.608, -3.063)
O (3.122, -0.591, -2.826)
C (3.726, 0.682, -3.241)
C (5.131, 0.283, -3.698)
C (5.073, -1.173, -4.108)
H (3.570, 1.398, -2.434)
H (3.174, 1.054, -4.105)
H (5.938, 0.442, -2.983)
H (5.286, 0.899, -4.585)
H (6.081, -1.587, -4.072)
H (4.754, -1.328, -5.139)
O (0.080, 1.750, -1.998)
C (0.085, 1.058, -0.989)
O (0.685, -0.200, -0.902)
C (0.656, -0.660, 0.472)
C (-0.375, 0.152, 1.086)
C (-0.530, 1.534, 0.367)
H (1.625, -0.259, 0.770)
H (0.548, -1.740, 0.575)
H (-0.576, 0.290, 2.149)
H (-1.231, -0.436, 0.753)
H (0.191, 2.221, 0.810)
H (-1.545, 1.917, 0.271)

Calculated values
* spin multiplicity: 1
* orbital gap: 8.582 eV